2 unconnected molecules or ions with the total composition C4H8O2, computed with ωB97M-V/def2-TZVPD.

Atoms and positions in Å:
C1 2.06 0.33 0.60
C2 1.33 1.32 0.14
O1 0.68 2.19 0.96
H1 2.58 -0.32 -0.08
H2 2.14 0.16 1.67
H3 1.24 1.49 -0.92
H4 0.06 2.72 0.44
C3 -1.50 -1.66 0.61
C4 -1.61 -1.01 -0.53
O2 -0.87 -1.35 -1.63
H5 -2.05 -1.34 1.48
H6 -0.84 -2.51 0.70
H7 -2.28 -0.17 -0.64
H8 -1.26 -0.94 -2.41

structure (SMILES): C=CO.C=CO
E_HOMO: -8.86 eV
energy above the lowest of the compared OMol25 structures with the same formula, charge and spin: 244.7 kJ/mol
orbital gap: 9.4279 eV
lowest unoccupied orbital energy: 0.57 eV

Mulliken population analysis, charges in e, atoms 1 to 5:
1 C -0.722
2 C 0.113
3 O -0.498
4 H 0.245
5 H 0.248

***

C4H8O2 in the gas phase, computed with ωB97M-V/def2-TZVPD.

Atoms and positions in Å:
O1 -2.31 0.35 -1.99
C1 -1.77 0.63 -0.95
C2 -0.29 0.71 -0.75
C3 0.17 -0.43 0.16
C4 1.63 -0.37 0.55
O2 -0.65 -0.35 1.36
H1 -2.39 0.83 -0.06
H2 -0.12 1.56 -0.07
H3 0.27 0.70 -1.68
H4 -0.05 -1.41 -0.28
H5 2.22 -0.31 -0.37
H6 1.96 -1.23 1.14
H7 1.81 0.52 1.15
H8 -0.48 -1.19 1.80

structure (SMILES): C[C@@H](O)CC=O
E_HOMO: -9.67 eV
energy above the lowest of the compared OMol25 structures with the same formula, charge and spin: 118.0 kJ/mol
orbital gap: 10.4651 eV
lowest unoccupied orbital energy: 0.80 eV

Mulliken population analysis, charges in e, atoms 1 to 5:
1 O -0.475
2 C -0.040
3 C -0.606
4 C 0.208
5 C -1.276

***

C4H8O2 in the gas phase, computed with ωB97M-V/def2-TZVPD.

Atoms and positions in Å:
C1 -0.12 0.07 -2.22
C2 -0.06 -0.55 -0.84
O1 0.92 -1.56 -0.75
C3 -0.14 0.50 0.20
O2 0.50 0.07 1.27
C4 -0.09 0.72 2.41
H1 -0.94 0.80 -2.23
H2 -0.27 -0.68 -2.99
H3 0.82 0.60 -2.41
H4 -1.08 -0.97 -0.61
H5 1.21 -1.57 0.17
H6 0.18 1.77 2.42
H7 0.25 0.17 3.28
H8 -1.18 0.63 2.29

E_HOMO: -8.71 eV
energy above the lowest of the compared OMol25 structures with the same formula, charge and spin: 371.0 kJ/mol
orbital gap: 9.4217 eV
lowest unoccupied orbital energy: 0.71 eV

Mulliken population analysis, charges in e, atoms 1 to 5:
1 C -1.131
2 C 0.864
3 O -0.543
4 C -0.737
5 O -0.178